No. 1
Density functional theory data (ωB97M-V/def2-TZVPD) for a single C3H6N4O molecule.

Values from the calculation:
Largest force on an atom = 0.16783 hartree/bohr
Calculated total energy = -11212.7487 eV
Multiplicity = 1
Lowest unoccupied orbital energy = 0.46 eV
Energy relative to the best compared isomer or geometry (same formula, charge and spin) = 4.028 eV
E_HOMO = -0.3264 hartree
Kohn-Sham gap = 9.34 eV

XYZ file:
```
14
Properties=species:S:1:pos:R:3:lowdin_charge:R:1
N 0.549 -1.581 0.217 0.146
C -0.692 -1.347 0.262 -0.180
C 1.243 -0.345 -0.185 -0.497
H -0.015 1.607 1.398 0.116
O 2.353 -0.130 -0.260 0.165
H -3.022 -0.368 0.277 0.171
H -1.467 -2.089 0.187 0.123
H -2.398 0.207 -1.356 0.117
N -1.027 -0.025 0.161 -0.230
C 0.288 1.893 0.331 -0.101
N -2.273 0.315 -0.285 0.022
H -0.188 2.751 -0.286 0.105
N 0.158 0.632 -0.248 -0.080
H 1.378 2.343 0.499 0.125
```

***

No. 2
Density functional theory data (ωB97M-V/def2-TZVPD) for a gas-phase ion, C5H7N2 (charge +1).

Values from the calculation:
Largest force on an atom = 0.10851 hartree/bohr
Calculated total energy = -8266.4621 eV
Multiplicity = 1
Lowest unoccupied orbital energy (spin up / spin down) = -5.78 / -5.78 eV
Total charge = +1
Energy relative to the best compared isomer or geometry (same formula, charge and spin) = 6.315 eV
E_HOMO (spin up / spin down) = -0.5414 / -0.5414 hartree
Kohn-Sham gap (spin up / spin down) = 8.96 / 8.95 eV

XYZ file:
```
14
Properties=species:S:1:pos:R:3:lowdin_charge:R:1
C 0.496 1.050 -0.388 0.073
H 0.120 -1.378 1.685 0.179
C -1.707 1.660 0.189 0.064
N -1.371 -0.154 1.220 0.212
C 1.231 -1.343 -0.927 -0.042
H -2.581 1.464 -0.479 0.132
H 1.628 -0.020 0.837 0.154
H 0.388 -1.430 -1.692 0.126
H -1.911 2.475 1.017 0.165
N -0.465 1.707 -0.284 0.127
C 0.947 -0.231 0.029 -0.264
H 1.924 -0.861 -1.702 0.122
C -0.340 -0.652 0.987 -0.168
H 1.642 -2.287 -0.492 0.119
```

***

No. 3
Density functional theory data (ωB97M-V/def2-TZVPD) for a molecular structure, C14H23NO4Se3SiSn.

Values from the calculation:
Largest force on an atom = 0.00302 hartree/bohr
Calculated total energy = -234308.1713 eV
Multiplicity = 1
Lowest unoccupied orbital energy = -7.18 eV
Total charge = +2
Energy relative to the best compared isomer or geometry (same formula, charge and spin) = 0.000 eV
E_HOMO = -0.5481 hartree
Kohn-Sham gap = 7.74 eV

XYZ file:
```
47
Properties=species:S:1:pos:R:3:lowdin_charge:R:1
Se 0.066 1.410 -3.171 1.014
C 1.779 0.698 -3.776 -0.476
C -1.191 -2.774 0.450 -0.147
H -1.285 1.379 4.067 0.056
H -0.202 3.378 -1.685 0.021
H -0.196 0.529 2.992 0.020
Sn -0.257 -0.127 -0.920 0.703
H 3.160 -2.154 -0.632 0.046
H 1.321 -2.503 3.320 0.148
H -0.283 4.088 0.752 0.038
O 1.337 0.262 0.294 -0.215
H -1.931 0.111 3.028 0.041
H -2.002 -4.508 1.413 0.144
C 0.665 3.002 -2.222 -0.307
C 3.131 -1.537 -1.528 -0.289
H -2.973 3.773 3.068 0.054
C 0.595 -2.604 2.524 0.079
H -0.382 -4.343 3.307 0.138
H 2.540 0.969 -3.046 0.080
C -2.019 -2.689 -0.789 -0.435
O -1.785 -1.828 -1.634 -0.041
H 0.989 3.720 -2.970 0.053
Se -2.223 1.195 -0.231 0.454
C -0.071 3.314 1.491 -0.195
H 0.208 3.814 2.422 0.056
H -3.335 3.898 1.346 0.044
N -0.285 -1.797 0.498 0.015
H 3.272 -0.495 -1.265 0.040
H 0.843 -1.067 -4.652 0.083
H 2.584 -1.195 -4.432 0.094
H -3.473 -3.475 -1.703 0.179
C 1.668 -0.802 -3.991 -0.482
C 1.561 -0.520 1.346 -0.564
C 0.593 -1.688 1.480 -0.157
O 2.443 -0.371 2.137 0.173
O -2.958 -3.581 -0.883 0.227
H 1.470 2.752 -1.536 0.046
H 2.011 1.188 -4.721 0.096
C -3.107 3.196 2.149 -0.213
Si -1.555 2.245 1.806 0.263
H 3.881 -1.891 -2.231 0.056
C -0.351 -3.618 2.505 0.044
C -1.208 0.927 3.074 -0.186
H -3.967 2.540 2.290 0.045
Se 1.395 -1.835 -2.359 1.056
H 0.791 2.729 1.166 0.022
C -1.265 -3.718 1.451 0.080
```

***

No. 4
Density functional theory data (ωB97M-V/def2-TZVPD) for a molecular structure, C32H27N9O4S3TeTi.

Values from the calculation:
Largest force on an atom = 0.02198 hartree/bohr
Calculated total energy = -118146.0737 eV
Multiplicity = 3
Lowest unoccupied orbital energy (spin up / spin down) = 3.73 / 3.73 eV
Total charge = -2
Energy relative to the best compared isomer or geometry (same formula, charge and spin) = 0.702 eV
E_HOMO (spin up / spin down) = -0.0327 / -0.0327 hartree
Kohn-Sham gap (spin up / spin down) = 4.62 / 4.62 eV

XYZ file:
```
77
Properties=species:S:1:pos:R:3:lowdin_spin:R:1
H 3.057 2.377 4.121 0.009
H 2.126 2.314 1.831 -0.002
O 1.884 0.217 -0.513 0.003
H 1.940 -2.290 0.156 0.000
H -2.236 4.901 1.976 0.000
C 0.915 3.452 -0.478 0.017
C -0.165 -5.298 -5.610 0.000
O -3.911 0.701 2.310 0.000
O -1.683 1.107 1.088 -0.002
C -1.246 -2.442 0.689 0.014
H 3.376 5.884 -0.118 0.000
H 3.939 4.219 -2.119 0.000
S 1.148 5.074 0.159 0.006
C 2.190 -5.693 -5.660 0.000
H 2.446 6.056 -1.620 0.000
H 3.373 -4.473 -4.360 0.000
H 5.684 -1.579 3.306 0.000
C -1.443 0.954 -2.602 0.013
N -0.474 -1.432 1.128 0.084
Ti 0.067 0.434 0.179 0.949
N -0.964 0.356 -1.713 0.006
H 5.098 0.165 1.627 0.000
C -4.984 2.544 3.271 0.000
Te 1.586 -2.443 -2.748 0.001
C 2.675 5.388 -0.790 0.001
H -5.741 1.852 3.617 0.000
C 1.993 0.564 4.731 0.060
H 3.052 -6.229 -6.045 0.000
C 2.384 1.583 3.830 0.120
S -2.107 1.775 -3.831 0.012
C 3.110 0.183 -0.122 0.000
C 1.872 1.548 2.557 0.012
C 3.071 -3.108 1.789 0.001
C 2.740 -2.126 0.866 0.001
C -3.917 2.025 2.533 0.000
C -2.915 2.893 2.063 0.000
H -1.221 -1.794 -1.246 0.001
H -1.996 -3.304 -0.940 0.000
C -3.017 4.254 2.352 0.000
C 2.373 -4.701 -4.709 0.000
S 1.898 3.027 -1.847 0.006
C -4.072 4.763 3.085 0.000
N -0.453 -2.501 3.275 0.074
H 0.842 -1.228 4.960 0.003
N -0.929 3.263 0.788 0.000
C 0.026 -4.306 -4.661 0.000
H 2.359 0.568 5.751 0.002
C 4.537 -0.758 1.691 0.001
H 0.771 -6.781 -6.866 0.000
C -1.178 -3.439 2.705 0.033
N 1.039 0.599 2.122 0.152
H -2.309 -5.041 3.153 0.001
C 4.122 -2.911 2.672 0.000
N -1.502 -4.534 3.478 0.009
C 4.860 -1.735 2.619 0.000
H -1.458 -4.358 4.468 0.000
C -5.059 3.895 3.543 0.000
H -0.830 -3.758 -4.283 0.000
H -4.128 5.823 3.298 0.000
C 0.917 -6.005 -6.122 0.000
N -1.627 -3.477 1.442 0.059
C -0.113 -1.468 2.460 0.173
H 3.789 3.533 -0.495 0.000
C 3.465 -0.941 0.822 0.001
C 0.686 -0.423 2.971 0.133
H -5.894 4.277 4.119 0.000
H -1.170 -5.519 -5.956 0.000
C 1.155 -0.425 4.312 0.051
H 2.495 -4.025 1.818 0.000
H 4.368 -3.674 3.403 0.000
C 1.299 -3.974 -4.178 0.000
N 0.018 2.652 -0.033 -0.004
N -1.661 -2.426 -0.586 -0.001
C -1.764 2.383 1.271 -0.002
H -3.086 0.512 1.797 0.000
O 3.957 1.028 -0.402 -0.002
C 3.258 4.069 -1.283 0.001
```

***

No. 5
Density functional theory data (ωB97M-V/def2-TZVPD) for a molecular structure, C25H33I2IrNOP3.

Values from the calculation:
Largest force on an atom = 0.10292 hartree/bohr
Calculated total energy = -76871.1761 eV
Multiplicity = 6
Lowest unoccupied orbital energy (spin up / spin down) = -9.43 / -12.18 eV
Total charge = +3
E_HOMO (spin up / spin down) = -0.5787 / -0.5802 hartree
Kohn-Sham gap (spin up / spin down) = 6.32 / 3.61 eV

XYZ file:
```
66
Properties=species:S:1:pos:R:3:lowdin_spin:R:1
C -2.532 1.828 1.994 0.043
C -0.410 -0.073 -0.803 0.046
Ir -0.273 -1.372 -2.405 1.612
C -3.475 0.897 0.019 0.038
H -4.533 -0.846 2.789 0.000
C -1.568 2.427 -3.561 0.001
C 1.074 3.136 3.591 0.058
C 0.526 0.744 3.657 0.290
C 4.325 -2.296 2.590 0.015
H 2.218 -3.361 -3.134 0.005
H 0.553 -0.241 3.197 0.009
P 2.218 1.628 1.596 0.677
C 1.208 1.825 3.045 0.249
C -3.217 0.890 2.787 0.025
I -0.156 -1.290 -7.421 0.005
H 1.376 3.579 -3.214 0.000
C 3.377 -2.251 1.554 0.005
H 0.124 3.179 -0.096 0.009
H -1.759 3.491 -3.793 0.000
I -2.605 -0.663 -6.791 0.005
N -0.384 0.557 -1.930 0.041
H 3.133 -3.152 0.986 0.000
C 0.394 3.311 4.789 0.246
H -0.629 0.099 5.351 -0.003
C 2.748 -1.051 1.243 0.035
P -0.368 2.299 -2.240 0.058
C -1.384 -3.649 -4.366 0.025
H -1.117 4.120 -1.007 0.006
H 0.310 4.308 5.226 0.008
H -0.715 2.358 6.396 0.006
H 2.035 2.417 -1.991 0.001
H 1.579 -4.681 -4.153 0.003
C -0.779 3.110 -0.729 0.315
H -3.644 0.880 -1.062 0.004
H 4.244 0.969 3.582 0.004
H -0.662 -3.632 -0.903 0.020
C -4.183 -0.059 0.790 0.024
C 3.025 0.112 2.007 0.103
C -4.022 -0.089 2.179 -0.016
H 5.391 -1.186 4.129 0.000
O -0.376 -0.083 0.398 -0.001
C 1.314 2.553 -2.817 0.021
H -3.100 0.903 3.875 0.003
H -2.501 1.941 -3.226 0.000
H 2.012 -0.993 0.443 0.007
H -1.163 -3.048 -5.274 0.001
H 0.636 -4.769 -1.344 0.002
H 1.539 3.970 3.067 0.002
H -1.727 2.553 -0.040 0.089
C -0.145 0.945 4.855 0.016
C 4.647 -1.141 3.323 0.004
H -1.036 -5.154 -1.809 0.008
H 1.544 1.840 -3.627 0.005
C -0.199 2.217 5.440 0.195
H 1.543 -2.987 -4.743 0.002
H 4.830 -3.236 2.821 0.001
P -0.138 -3.323 -3.128 0.140
C -2.576 1.787 0.608 0.386
H -4.840 -0.791 0.300 0.003
H -1.416 -4.727 -4.606 0.004
C 1.463 -3.634 -3.875 0.025
H -1.199 1.916 -4.466 0.000
C -0.319 -4.351 -1.660 0.070
H -2.330 -3.284 -3.946 0.006
C 4.009 0.061 3.026 0.031
H -1.914 2.564 2.504 0.004
```